No. 1
{"formula": "C3H3N2O2", "method": "ωB97M-V with the def2-TZVPD basis set", "multiplicity": 3, "homo_ev": [-0.456, -4.742], "orbital_gap_ev": [4.11, 7.90], "mol_weight_g_mol": 99.07, "fmax_ev_per_a": 3.648, "total_charge": -1, "s2": 2.02, "species": ["C", "C", "C", "N", "N", "O", "O", "H", "H", "H"], "coordinates": [[2.95933, -0.16439, -0.88631], [2.29370, -0.71939, -0.05073], [-0.53757, 0.26145, 1.09737], [-1.46533, 0.60477, 0.28122], [-2.61241, 0.09976, -0.04582], [-3.64601, 0.53882, 0.56499], [-2.66977, -0.65191, -1.01662], [3.72385, -0.11417, -1.63801], [0.30954, 1.11520, 0.94825], [1.64467, -0.97014, 0.74566]], "nbo_charge": [-0.300, -0.196, -0.158, -0.355, 0.488, -0.573, -0.533, 0.221, 0.160, 0.246]}

---

No. 2
{"formula": "C68H144AsF22N12O16S8", "method": "ωB97M-V with the def2-TZVPD basis set", "homo_ev": -14.300, "orbital_gap_ev": 9.93, "mol_weight_g_mol": 2135.38, "fmax_ev_per_a": 5.000, "total_charge": 3, "species": ["C", "C", "C", "N", "C", "C", "C", "C", "C", "H", "H", "H", "H", "H", "H", "H", "H", "H", "H", "H", "H", "H", "H", "H", "H", "H", "H", "C", "C", "C", "N", "C", "C", "C", "C", "C", "H", "H", "H", "H", "H", "H", "H", "H", "H", "H", "H", "H", "H", "H", "H", "H", "H", "H", "C", "C", "C", "N", "C", "C", "C", "C", "C", "H", "H", "H", "H", "H", "H", "H", "H", "H", "H", "H", "H", "H", "H", "H", "H", "H", "H", "C", "C", "C", "N", "C", "C", "C", "C", "C", "H", "H", "H", "H", "H", "H", "H", "H", "H", "H", "H", "H", "H", "H", "H", "H", "H", "H", "C", "C", "C", "N", "C", "C", "C", "C", "C", "H", "H", "H", "H", "H", "H", "H", "H", "H", "H", "H", "H", "H", "H", "H", "H", "H", "H", "C", "C", "C", "N", "C", "C", "C", "C", "C", "H", "H", "H", "H", "H", "H", "H", "H", "H", "H", "H", "H", "H", "H", "H", "H", "H", "H", "C", "C", "C", "N", "C", "C", "C", "C", "C", "H", "H", "H", "H", "H", "H", "H", "H", "H", "H", "H", "H", "H", "H", "H", "H", "H", "H", "C", "C", "C", "N", "C", "C", "C", "C", "C", "H", "H", "H", "H", "H", "H", "H", "H", "H", "H", "H", "H", "H", "H", "H", "H", "H", "H", "C", "F", "F", "F", "S", "O", "O", "N", "S", "O", "O", "C", "F", "F", "F", "C", "F", "F", "F", "S", "O", "O", "N", "S", "O", "O", "C", "F", "F", "F", "N", "S", "O", "O", "F", "S", "O", "O", "F", "N", "S", "O", "O", "F", "S", "O", "O", "F", "As", "F", "F", "F", "F", "F", "F"], "coordinates": [[-4.64078, 4.98554, -0.94084], [-3.74751, 6.06519, -1.45553], [-2.35312, 5.97138, -0.76227], [-1.38167, 7.20156, -1.02424], [-1.96856, 8.55320, -0.90941], [-0.17735, 7.07031, -0.11339], [0.96702, 7.74888, -0.84569], [0.46841, 7.86226, -2.33547], [-0.83470, 7.07497, -2.36788], [-5.59627, 5.08273, -1.40997], [-4.65469, 4.99370, 0.15698], [-4.29404, 4.00946, -1.27109], [-4.14998, 7.04597, -1.26324], [-3.54146, 5.90238, -2.51807], [-1.75118, 5.13081, -1.13581], [-2.41456, 5.86374, 0.33798], [-1.30815, 9.27507, -0.49337], [-2.78894, 8.49959, -0.20227], [-2.32462, 9.04108, -1.80243], [-0.46542, 7.49351, 0.86130], [0.06454, 5.98159, -0.02298], [1.13771, 8.75771, -0.40889], [1.88163, 7.17877, -0.63113], [0.40824, 8.88385, -2.65367], [1.20266, 7.46099, -3.08799], [-1.53649, 7.50637, -3.05229], [-0.64657, 6.04422, -2.58522], [2.49149, -7.74066, -5.47106], [1.65897, -8.00921, -4.20395], [0.28490, -7.25987, -4.29897], [-0.31199, -6.93696, -2.99919], [0.42944, -5.83842, -2.32385], [-0.47113, -8.17863, -2.13481], [-1.50195, -7.77706, -1.02046], [-2.41565, -6.76262, -1.80214], [-1.77295, -6.48488, -3.12459], [3.43572, -8.25492, -5.49857], [2.64888, -6.65142, -5.64208], [1.96408, -8.14279, -6.31697], [2.27792, -7.77680, -3.33992], [1.51417, -9.05476, -4.15470], [-0.43977, -7.89577, -4.77902], [0.55526, -6.31859, -4.83690], [1.46957, -6.22024, -2.26827], [0.11525, -5.60029, -1.28395], [0.23941, -5.00188, -2.97670], [0.48823, -8.48457, -1.74320], [-0.83452, -8.85235, -2.89062], [-0.99576, -7.29532, -0.22249], [-1.91578, -8.69482, -0.63241], [-2.43596, -5.80492, -1.26655], [-3.42273, -7.15525, -1.87979], [-1.68693, -5.40395, -3.38504], [-2.09028, -6.95463, -4.02139], [8.68198, -6.81804, 6.42346], [8.51903, -6.09378, 5.03646], [7.14727, -6.33224, 4.40728], [5.99803, -5.37011, 4.69018], [5.69388, -5.29076, 6.16624], [4.75041, -5.84225, 3.98089], [4.38785, -5.01203, 2.77837], [5.61411, -4.09166, 2.59435], [6.29206, -3.99690, 4.04650], [9.70503, -6.75434, 6.90300], [8.28671, -7.83470, 6.31116], [7.97882, -6.23724, 7.12671], [9.23279, -6.53625, 4.36479], [8.81378, -5.05305, 5.15782], [6.73870, -7.28422, 4.82018], [7.18980, -6.46868, 3.34942], [5.36573, -6.28920, 6.54987], [4.91769, -4.58233, 6.25537], [6.59729, -4.93487, 6.68539], [3.95047, -5.84772, 4.70553], [4.97945, -6.91627, 3.80832], [3.47135, -4.46013, 3.03751], [4.11085, -5.50707, 1.84290], [5.38157, -3.10154, 2.27029], [6.35374, -4.54089, 1.97082], [5.79976, -3.28260, 4.74269], [7.35900, -3.80109, 3.92449], [-4.68395, -4.46962, -0.92886], [-5.30103, -3.09239, -0.85572], [-4.83180, -2.37662, 0.41112], [-4.65959, -0.86981, 0.34397], [-5.87598, -0.10425, 0.26339], [-3.94735, -0.42503, 1.62220], [-3.17331, 0.87788, 1.19094], [-3.30079, 0.95220, -0.26523], [-3.57154, -0.45668, -0.75570], [-4.82361, -5.07242, -0.02882], [-3.64182, -4.50207, -1.04928], [-5.07926, -4.98187, -1.87749], [-6.38199, -3.09089, -0.99218], [-4.86440, -2.49937, -1.67886], [-3.78013, -2.63377, 0.59735], [-5.44211, -2.55667, 1.27526], [-6.38201, -0.08170, -0.67479], [-5.69220, 0.96471, 0.53623], [-6.63807, -0.46505, 0.99649], [-4.67411, -0.06284, 2.35370], [-3.33110, -1.26128, 1.87830], [-3.78156, 1.79462, 1.45975], [-2.15064, 0.77502, 1.54034], [-4.09584, 1.64180, -0.49595], [-2.38506, 1.29102, -0.78703], [-3.94478, -0.56266, -1.77836], [-2.73296, -1.12813, -0.56692], [2.28142, -1.10734, -2.34236], [2.19239, -1.13833, -3.85829], [2.96196, 0.00639, -4.52494], [2.71964, 0.15670, -5.99786], [2.89421, -1.05009, -6.81946], [3.60904, 1.31329, -6.43915], [2.74755, 2.35689, -7.23154], [1.34951, 1.71384, -7.38997], [1.22547, 0.73573, -6.27919], [3.26501, -1.32547, -2.03052], [1.64572, -1.80682, -1.83412], [2.01394, -0.12029, -1.97319], [1.04884, -1.16744, -4.02052], [2.54377, -2.11207, -4.32323], [4.03729, -0.08583, -4.36218], [2.64193, 0.96774, -4.03938], [2.68624, -0.72043, -7.85292], [2.03425, -1.70243, -6.62529], [3.85375, -1.56981, -6.61280], [4.47185, 0.91324, -6.92693], [3.88314, 1.62786, -5.44401], [3.25570, 2.62136, -8.19909], [2.83532, 3.26891, -6.68966], [1.15340, 1.36333, -8.37858], [0.63887, 2.50136, -7.14421], [0.59271, -0.13699, -6.46181], [1.03680, 1.20258, -5.32222], [2.80676, 7.13364, 3.09795], [3.17649, 5.61655, 2.81005], [2.25145, 4.97288, 1.86743], [2.71064, 3.56487, 1.50634], [3.86626, 3.83075, 0.57950], [3.07513, 2.72442, 2.67770], [2.95081, 1.24055, 2.15166], [2.07963, 1.34093, 0.84585], [1.63956, 2.76088, 0.84562], [2.99284, 7.76337, 2.20168], [3.43023, 7.52720, 3.84695], [1.78593, 7.15614, 3.40218], [3.04592, 5.03670, 3.73893], [4.24755, 5.52337, 2.46588], [2.19256, 5.51024, 0.91435], [1.23127, 4.93316, 2.21168], [4.59645, 4.52332, 0.97391], [3.40909, 4.26317, -0.31029], [4.40586, 2.90236, 0.35699], [4.05495, 2.95161, 3.16473], [2.26050, 2.81485, 3.43138], [3.90254, 0.74742, 2.10719], [2.49314, 0.70379, 2.99227], [2.67288, 1.03815, -0.06818], [1.22406, 0.67586, 0.91804], [1.38993, 3.32583, -0.10188], [0.72933, 2.81016, 1.47160], [-4.61871, 0.90465, -4.74781], [-3.99848, 1.35655, -6.04078], [-4.48575, 0.44559, -7.19245], [-3.71258, 0.64331, -8.48298], [-2.25337, 0.68123, -8.13639], [-4.08369, 1.88380, -9.27301], [-3.51751, 1.64000, -10.66244], [-3.66665, 0.06051, -10.79575], [-4.11067, -0.47139, -9.45123], [-3.96819, 1.27009, -3.88832], [-4.59401, -0.15925, -4.67266], [-5.68901, 1.26194, -4.65485], [-2.88623, 1.37069, -5.86096], [-4.31867, 2.39648, -6.28594], [-5.52905, 0.49779, -7.41434], [-4.23584, -0.60335, -7.03004], [-2.04311, -0.16939, -7.47080], [-1.95680, 1.58975, -7.60984], [-1.62345, 0.66709, -8.99812], [-3.69362, 2.79630, -8.83236], [-5.18566, 1.91291, -9.36548], [-2.46108, 1.93890, -10.75363], [-4.00748, 2.28403, -11.34127], [-2.71119, -0.40487, -11.06120], [-4.39465, -0.26869, -11.60815], [-3.64272, -1.40496, -9.03332], [-5.15818, -0.62140, -9.37556], [-2.63245, -1.58416, 4.86133], [-1.75318, -1.11128, 6.04346], [-2.58245, -0.39152, 7.16019], [-1.70457, 0.38585, 8.11834], [-0.66265, -0.49680, 8.61429], [-2.56369, 0.97324, 9.26857], [-2.37929, 2.48494, 9.17322], [-1.03691, 2.73124, 8.41777], [-1.03089, 1.55260, 7.47829], [-3.28868, -2.34801, 5.21326], [-1.97097, -1.97901, 4.10424], [-3.13478, -0.73792, 4.40585], [-0.97265, -0.40555, 5.67467], [-1.29575, -1.93140, 6.51131], [-3.05976, -1.13595, 7.81658], [-3.44485, 0.21632, 6.72476], [-0.07705, 0.17198, 9.28669], [-0.05669, -0.89622, 7.80986], [-1.04443, -1.29630, 9.24139], [-2.29997, 0.45507, 10.18826], [-3.58983, 0.58845, 9.00574], [-2.49434, 2.97238, 10.21706], [-3.20392, 2.92459, 8.59159], [-0.14420, 2.63798, 9.05790], [-1.03037, 3.67611, 7.83400], [-0.06486, 1.20825, 7.14491], [-1.58869, 1.78526, 6.63124], [-3.22382, 7.60418, 4.34199], [-3.59741, 6.87708, 5.36329], [-4.28445, 8.33072, 3.92924], [-2.27262, 8.54644, 4.66565], [-2.79084, 6.45925, 2.98569], [-3.94357, 5.55046, 2.99296], [-2.49798, 7.37167, 1.89700], [-1.40021, 5.83780, 3.37555], [-0.98876, 4.48102, 3.98388], [0.42720, 4.38863, 3.92854], [-1.63399, 4.05120, 5.26771], [-1.63246, 3.18387, 2.82370], [-1.04763, 2.00471, 3.10122], [-2.93452, 3.02943, 2.97737], [-1.34086, 3.55275, 1.55365], [3.18887, -2.48910, 8.21936], [2.38137, -1.92994, 9.14920], [4.45086, -2.01280, 8.58000], [3.08805, -3.78432, 8.32568], [2.76315, -1.95845, 6.44916], [3.31541, -3.10720, 5.79236], [1.31398, -1.87588, 6.46670], [3.54328, -0.61550, 6.12470], [2.81182, 0.71229, 6.42618], [1.85163, 1.12303, 5.43130], [2.52786, 1.01352, 7.81133], [4.15349, 1.88656, 6.02228], [3.74811, 3.18532, 6.00596], [5.24020, 1.82083, 6.88106], [4.47716, 1.52384, 4.74212], [-1.04393, -3.12974, 2.34829], [-0.82088, -4.63760, 2.80079], [-0.81879, -5.60924, 1.77480], [-1.52768, -4.86351, 4.01909], [0.62875, -4.40610, 3.22697], [-0.56787, -2.66571, 0.92143], [0.74650, -3.15175, 0.51028], [-0.85624, -1.23853, 0.73217], [-1.63060, -3.31884, -0.12322], [0.67133, 2.12725, -3.21887], [1.55150, 3.37948, -2.78301], [2.92282, 3.03183, -2.45502], [0.81975, 4.36374, -1.98350], [1.64630, 4.10343, -4.14113], [-0.84298, 2.07516, -3.34859], [-1.15737, 1.94562, -4.70767], [-1.60266, 2.87543, -2.46879], [-0.93110, 0.57334, -2.79216], [-1.51731, -2.79414, -5.53275], [-0.24378, -2.49694, -6.79226], [-1.52871, -4.52322, -6.02774], [-2.58379, -3.21587, -4.18891], [-1.49659, -1.04807, -5.07961], [-2.81805, -2.38432, -6.65546], [-0.26138, -3.25707, -4.41051]], "lowdin_charge": [-0.084, -0.205, -0.067, -0.230, 0.015, -0.117, -0.123, -0.109, -0.148, 0.076, 0.086, 0.062, 0.107, 0.117, 0.105, 0.093, 0.106, 0.096, 0.114, 0.125, 0.122, 0.123, 0.102, 0.104, 0.132, 0.130, 0.100, -0.088, -0.213, -0.117, -0.300, 0.043, -0.062, -0.078, -0.121, -0.083, 0.073, 0.088, 0.074, 0.100, 0.095, 0.135, 0.144, 0.112, 0.118, 0.082, 0.133, 0.133, 0.074, 0.118, 0.082, 0.123, 0.118, 0.123, -0.082, -0.211, -0.126, -0.253, 0.028, -0.114, -0.129, -0.102, -0.034, 0.100, 0.074, 0.071, 0.105, 0.107, 0.135, 0.124, 0.141, 0.047, 0.105, 0.126, 0.140, 0.111, 0.122, 0.105, 0.097, 0.130, 0.121, -0.101, -0.199, -0.107, -0.249, -0.014, -0.059, -0.152, -0.199, -0.019, 0.096, 0.006, 0.119, 0.118, 0.105, 0.107, 0.139, 0.104, 0.118, 0.134, 0.137, 0.096, 0.131, 0.098, 0.096, 0.109, 0.125, 0.103, -0.081, -0.219, -0.149, -0.251, 0.007, -0.066, -0.095, -0.148, -0.058, 0.065, 0.064, 0.055, 0.115, 0.124, 0.145, 0.102, 0.124, 0.081, 0.130, 0.127, 0.106, 0.134, 0.093, 0.106, 0.118, 0.108, 0.080, -0.033, -0.205, -0.172, -0.236, 0.035, -0.108, -0.099, -0.114, -0.120, 0.083, 0.057, 0.061, 0.108, 0.121, 0.113, 0.090, 0.094, 0.089, 0.122, 0.138, 0.120, 0.099, 0.098, 0.116, 0.105, 0.117, 0.118, -0.099, -0.233, -0.105, -0.258, 0.014, -0.104, -0.123, -0.119, -0.093, 0.085, 0.059, 0.103, 0.071, 0.129, 0.133, 0.109, 0.094, 0.101, 0.096, 0.136, 0.152, 0.115, 0.103, 0.112, 0.144, 0.153, 0.122, -0.069, -0.195, -0.108, -0.276, -0.011, -0.071, -0.130, -0.110, -0.138, 0.077, 0.033, 0.058, 0.120, 0.080, 0.134, 0.159, 0.136, 0.060, 0.122, 0.129, 0.135, 0.149, 0.118, 0.124, 0.123, 0.100, 0.101, -0.648, 0.167, 0.124, 0.114, 0.639, -0.277, -0.315, -0.285, 0.615, -0.283, -0.303, -0.661, 0.124, 0.123, 0.102, -0.603, 0.113, 0.078, 0.167, 0.620, -0.310, -0.296, -0.280, 0.561, -0.290, -0.270, -0.565, 0.124, 0.108, 0.063, -0.307, 0.449, -0.268, -0.249, -0.146, 0.548, -0.304, -0.313, -0.218, -0.298, 0.532, -0.273, -0.313, -0.146, 0.438, -0.264, -0.253, -0.175, 0.882, -0.290, -0.282, -0.273, -0.276, -0.261, -0.270]}

---

No. 3
{"formula": "C3H6N4O", "method": "ωB97M-V with the def2-TZVPD basis set", "homo_ev": -9.084, "orbital_gap_ev": 9.81, "mol_weight_g_mol": 114.11, "fmax_ev_per_a": 2.053, "total_charge": 0, "species": ["H", "N", "C", "N", "C", "N", "N", "O", "C", "H", "H", "H", "H", "H"], "coordinates": [[0.09624, 2.38440, -0.46358], [-0.82035, 2.23809, -0.09265], [-1.12761, 1.02676, -0.01715], [-2.29877, 0.38124, 0.43272], [-2.12292, -0.87124, 0.15264], [-0.89044, -1.24935, -0.40283], [-0.17542, -0.04891, -0.42417], [0.81532, -0.16870, 0.60653], [2.16882, -0.03625, 0.07031], [-2.87869, -1.63693, 0.28509], [-0.34247, -2.03666, -0.07601], [2.41231, -0.72409, -0.74341], [2.81680, -0.23087, 0.93171], [2.34718, 0.97251, -0.25920]], "nbo_charge": [0.351, -0.625, 0.507, -0.485, 0.277, -0.462, -0.071, -0.415, -0.250, 0.202, 0.412, 0.181, 0.199, 0.178]}